Entry 1:
Formula: C25H30Cl2GeN5NaO5S
Source: the OMol25 dataset
Level of theory: ωB97M-V with the def2-TZVPD basis set

XYZ file:
```
70
Properties=species:S:1:pos:R:3:forces:R:3
C -5.00187 -21.24720 5.40436 -0.3 -0.6 0.8
H -6.60594 -19.70121 -1.03312 -1.1 0.5 -0.6
H -4.30778 -21.71253 -0.84103 -0.5 0.6 -0.1
H -9.48309 -14.99327 8.80667 0.1 0.3 0.0
H -3.81736 -19.18062 -0.36084 0.7 -0.2 0.1
Cl -9.59286 -15.75840 1.79062 0.2 -0.4 -1.1
H -3.02647 -21.33913 2.58931 0.5 -0.1 -0.4
C -5.78771 -20.07559 -0.48089 0.9 -1.2 0.7
H -13.23963 -14.11935 6.88023 -0.2 0.2 0.3
C -4.86091 -16.55604 8.41956 0.5 0.3 2.2
H -5.68553 -12.39627 6.81093 0.3 -0.4 0.1
H -3.40695 -22.39382 4.47124 -0.2 0.7 0.4
H -3.17180 -12.29373 5.67046 -0.1 -0.4 0.3
H -2.67211 -19.11134 2.37757 -0.3 0.2 0.9
H -3.66881 -18.76219 10.71881 0.0 0.1 0.0
Ge -4.99560 -18.41913 1.83881 1.0 -0.6 -1.0
C -5.17874 -19.15559 9.25190 -0.7 0.7 -0.9
C -10.31044 -15.44216 5.67343 -2.4 0.7 0.1
C -6.13855 -22.20842 -1.86335 0.1 -0.2 0.1
C -10.46941 -15.82270 3.23918 -0.7 -0.5 2.5
C -4.13132 -16.99459 9.55794 -0.3 -0.2 -0.8
C -10.10492 -14.87334 7.92827 0.7 -0.1 -1.3
C -4.85987 -15.09870 7.99122 0.2 2.5 -0.3
C -4.27315 -18.34671 9.91781 0.2 0.8 -0.2
C -12.47129 -15.27288 4.50180 1.6 -0.8 -1.0
C -3.71347 -21.32088 4.59566 0.3 -1.2 -1.0
C -7.07685 -19.32212 7.55951 -2.2 -1.3 0.3
H -5.56926 -22.24220 5.43247 0.7 1.5 0.0
H -3.69791 -18.76278 3.90770 0.6 -0.3 -0.7
C -11.71589 -15.04969 5.67031 0.7 0.1 0.9
H -4.75317 -20.73239 -2.22925 0.8 0.8 -0.7
C -11.86378 -15.72016 3.30412 1.1 1.1 1.2
C -6.00721 -18.56304 8.24290 2.9 -0.4 1.8
H -5.65617 -20.45870 5.06996 -0.5 0.1 -0.5
H -4.80602 -20.90446 6.43148 0.0 -0.6 -0.1
N -2.06350 -15.92637 0.66799 -3.6 -0.6 2.1
S -4.60446 -16.18753 1.90117 -1.4 0.4 0.9
C -5.14208 -21.16337 -1.33775 -0.2 -0.8 -0.2
O -7.39379 -20.47126 8.01335 1.0 1.2 -0.5
H -4.76293 -21.13988 2.67136 1.0 0.1 0.7
N -4.11674 -12.66438 5.60312 -0.1 -0.6 0.0
C -3.61098 -19.30974 2.93902 -0.1 1.1 -0.1
H -4.17385 -13.56420 6.09573 0.5 0.3 -0.4
H -3.50427 -16.27875 10.09737 -0.1 -0.4 -0.3
O -7.65170 -18.66298 6.67512 -0.2 -0.1 -0.8
H -5.26656 -20.20441 9.49756 -0.3 0.0 -0.1
H -5.39064 -11.17309 5.81532 0.1 -0.3 0.3
H -12.37703 -15.83294 2.37452 -0.7 0.1 -0.3
Cl -14.12286 -14.89450 4.49712 -1.6 0.2 -0.1
H -6.57704 -22.67765 -0.97495 -0.2 -0.4 -0.4
N -9.59749 -15.31005 6.78399 1.0 -0.7 1.1
C -12.21250 -14.43318 6.89664 1.1 -0.8 -1.8
H -5.61154 -22.94749 -2.51594 -0.4 0.3 0.7
C -3.77600 -20.80335 3.14464 -2.0 -0.8 -0.4
H -6.24047 -20.59036 0.39267 0.3 0.4 -0.2
O -8.43187 -16.05607 4.37774 0.4 -0.4 0.4
H -6.95046 -21.77692 -2.48114 0.4 0.0 0.4
C -9.66291 -15.89686 4.45041 0.4 1.3 -1.4
C -11.37009 -14.30700 7.97732 -1.3 -0.7 -0.2
C -3.11075 -16.08481 1.22457 4.8 0.4 -2.8
H -5.06210 -18.06099 -0.76935 0.0 0.2 0.2
H -6.36030 -18.58819 2.46774 -0.4 0.1 -0.1
H -2.86940 -20.82220 5.06226 0.1 0.1 0.3
N -4.92140 -11.82741 6.45608 -0.7 1.5 -0.3
N -5.77295 -17.30948 7.85942 -0.6 -0.9 -0.5
Na -7.15185 -16.20408 6.35578 -0.8 -0.4 -0.4
O -5.77622 -14.72790 7.16521 1.4 -0.5 1.0
C -4.83173 -18.91574 -0.13407 -1.1 0.0 1.1
O -4.00398 -14.31780 8.50632 -0.9 -1.5 -0.5
H -11.78402 -13.96111 8.90074 0.0 0.4 0.5
```
Positions in Å, forces in eV/Å.

The LUMO energy (alpha / beta) is 3.789 / 3.789 eV. As for the HOMO-LUMO gap (alpha / beta): 5.714 / 5.713 eV. The net charge is -2.

***

Entry 2:
Formula: C25H30F6IrN4OPS3
Source: the OMol25 dataset
Level of theory: ωB97M-V with the def2-TZVPD basis set

XYZ file:
```
71
Properties=species:S:1:pos:R:3:forces:R:3
C 1.53234 3.44814 -5.40799 1.0 -0.3 -0.2
H -3.30257 3.48241 0.55602 0.1 0.1 0.1
F 3.80485 1.75478 -0.09096 0.1 0.3 0.2
H -2.29068 -5.08913 4.58244 0.0 0.0 0.2
N -0.79876 1.74328 2.20097 1.4 -1.1 -1.7
F 1.90703 2.83433 0.55938 0.3 -0.3 0.1
C 0.37860 -3.66857 3.07418 -0.1 0.5 -0.2
C -1.73206 -4.48324 3.88670 0.1 0.0 -0.1
C -2.71022 0.50650 1.18504 0.2 0.0 0.8
H -2.42443 0.88229 3.26656 0.1 0.2 0.0
H -2.18326 -2.63628 1.09123 -0.1 0.0 0.0
H -0.46154 4.06131 -4.91788 -0.1 0.0 0.1
N -2.18283 0.89046 -0.13746 2.2 -0.2 -0.5
H 0.38783 -6.54926 -2.69499 0.1 0.1 -0.1
F 3.96690 3.48346 1.43626 0.1 -0.1 0.1
C -2.93375 1.90607 -0.88900 0.0 0.7 -0.3
P 3.25860 2.10877 1.38263 -0.7 -0.6 -0.4
F 2.24964 0.65381 1.20043 0.0 0.2 -0.1
C -1.68209 -3.12112 1.91469 0.1 0.3 -0.1
C 1.38365 1.95088 -3.03531 -0.3 -0.1 0.3
C 0.38141 3.46697 -4.59638 -0.6 -0.4 1.0
H -0.22331 1.10586 2.74751 -0.1 -0.1 0.1
C -0.59930 -3.79437 -1.01716 -0.1 0.2 -0.1
S 0.69838 -2.13192 0.82758 -0.3 -3.1 0.2
H -0.57503 2.77046 -2.80081 -0.1 0.0 0.0
H 1.44955 -3.57627 3.16283 0.2 0.0 0.0
C -2.22252 1.40390 2.32577 -0.7 -0.3 -0.6
S -0.96733 3.73154 -0.05903 0.9 -1.2 -0.1
C 2.62675 2.69464 -5.04950 -0.1 0.1 -0.1
H 1.54880 4.02595 -6.31986 0.0 0.0 -0.1
H -2.79912 2.32476 2.34158 0.1 0.1 0.1
H -0.94862 3.28217 3.63852 0.0 -0.2 -0.1
C 1.67429 -5.30998 -1.50955 -0.1 -0.1 0.0
C -1.00362 4.19311 1.70159 0.3 -0.1 0.2
C -0.49830 3.10338 2.65260 0.3 0.8 0.1
H -1.47197 -3.18589 -0.85031 -0.1 0.1 0.0
S 3.72717 0.86239 -3.26658 -0.6 0.0 0.3
H 0.16392 -4.85373 4.83179 0.0 -0.1 0.0
C 0.59932 -3.49756 -0.38775 0.6 0.6 0.0
C -2.73807 3.32109 -0.35902 0.1 -0.4 -0.2
C -0.30139 -3.03784 2.03871 0.4 0.5 0.4
H -1.60602 -5.11633 -2.35636 0.0 -0.1 0.0
O -0.22625 -1.06511 0.26457 -0.1 2.6 -0.6
H -2.16713 0.05106 -0.71217 0.0 -0.1 0.1
H -3.47009 -3.93849 2.74379 -0.1 0.0 0.0
H -2.01712 4.51804 1.92941 0.0 0.0 -0.1
H 0.57824 3.19726 2.76859 -0.1 -0.1 -0.1
H -2.60622 1.85157 -1.92888 0.0 -0.1 0.1
H 2.69043 -3.97559 -0.17840 0.1 0.0 0.1
C 0.46040 -5.65610 -2.08979 0.1 -0.1 0.0
C -2.40115 -3.84245 2.84774 0.2 -0.2 0.1
H 2.35391 -0.71639 -0.32178 0.1 0.0 0.1
H -0.34890 5.06086 1.78974 -0.1 0.0 0.0
H -2.36919 -0.50763 1.38417 0.0 0.0 -0.1
N 1.44784 1.10740 -1.95440 -1.9 0.8 1.1
C -0.35157 -4.37985 4.01083 -0.2 -0.2 0.0
C -0.66843 -4.87560 -1.87780 0.1 0.0 0.2
H -3.80517 0.51449 1.18783 0.1 -0.1 -0.2
H 3.83943 -0.91610 -1.15617 0.0 -0.1 -0.1
F 4.34270 1.22223 2.06265 0.0 0.3 0.0
H -4.01132 1.69318 -0.87780 0.2 -0.2 0.0
H 2.56356 -5.88127 -1.73250 0.0 -0.1 0.1
F 2.43801 2.32735 2.72796 0.2 0.1 0.1
H -3.10009 4.03605 -1.10107 0.0 0.0 0.1
H 3.51555 2.66353 -5.66331 0.0 0.0 0.0
C 0.30692 2.73971 -3.41854 -0.3 0.5 -0.4
C 1.74794 -4.23444 -0.63560 0.0 0.2 -0.1
Ir 0.16594 1.26978 0.07102 -5.1 1.1 1.2
C 2.56963 0.43220 -1.95599 1.7 -1.3 -0.3
N 2.88710 -0.57703 -1.16987 -0.2 0.7 -0.4
C 2.55279 1.94012 -3.87332 0.4 -0.2 -0.2
```
Positions in Å, forces in eV/Å.

The LUMO energy (alpha / beta) is -10.883 / -12.071 eV. Its spin multiplicity is 2. As for the HOMO-LUMO gap (alpha / beta): 5.401 / 4.213 eV. The expectation value of S² is 0.771. The energy above the lowest of the compared OMol25 structures with the same formula, charge and spin is 96.9 kcal per mole. The net charge is +3.

***

Entry 3:
Formula: C25H30N3O4S
Source: the OMol25 dataset
Level of theory: ωB97M-V with the def2-TZVPD basis set

XYZ file:
```
63
Properties=species:S:1:pos:R:3:forces:R:3
H 5.98737 -2.84747 -0.58717 0.1 0.0 -0.1
H -3.85246 -1.12448 -2.43471 0.1 0.0 0.1
N 3.75578 -1.25529 -0.66072 -0.4 0.9 -0.2
C -3.93527 2.76208 -1.03813 0.1 -0.2 -0.3
H 0.08351 -3.86821 0.25731 -0.1 0.0 0.1
C 1.67748 0.41285 0.47354 0.8 0.2 -0.6
H 4.61536 -3.75447 0.06359 0.0 -0.1 0.0
H -1.25661 -0.16928 4.61696 0.0 0.0 -0.1
H 3.04001 -1.84297 -3.12276 0.1 0.1 -0.1
C 2.39376 -2.29440 -2.38468 0.1 0.1 0.1
H 5.89927 -3.19556 1.13513 0.0 0.0 0.1
H 1.10621 -3.18943 -3.83118 0.0 0.0 -0.1
C 1.30480 -3.04995 -2.78118 0.0 0.0 0.1
C 2.64742 -2.10541 -1.03290 -0.5 -0.7 -0.3
H -3.42103 3.11036 1.61264 -0.1 0.0 0.0
O -1.33369 -1.34725 -1.85040 0.1 -0.1 -0.3
C -1.43231 2.97880 -1.10531 0.0 0.0 0.0
C -1.29962 3.36857 1.62242 0.1 0.1 0.1
H -2.72640 0.10611 0.55295 0.2 0.0 -0.2
C -1.83892 0.54321 4.02755 -0.1 0.1 0.4
O 2.83860 0.83632 -1.89036 -0.4 -0.1 -0.3
O -1.78136 0.23909 2.64610 0.2 -0.1 -0.5
H -4.74017 2.81901 -0.30416 0.0 0.1 0.0
H 1.98573 -2.51726 0.97581 0.0 0.0 0.1
S 3.11160 0.56947 -0.52516 0.0 -0.2 0.5
O 4.19932 1.19817 0.13899 0.0 0.1 0.4
C -2.52084 3.12753 1.01535 0.0 0.0 -0.1
H -5.24855 0.21007 -0.69793 0.1 -0.1 0.0
H 0.81087 3.60654 1.33996 0.1 0.0 0.1
H 0.68233 0.79520 3.65029 0.0 0.0 0.1
C 1.77312 0.65046 1.82908 0.0 0.0 0.2
C -3.67582 -0.91976 -1.36904 -0.1 0.0 -0.2
C 0.47287 -3.61981 -1.83242 0.1 0.0 0.0
H 4.37079 -1.16283 -1.47606 0.0 0.0 0.1
C 5.31070 -2.94138 0.25881 -0.2 0.1 -0.1
H 0.69073 3.22743 -1.09679 0.1 0.0 -0.1
H -4.07795 -1.75851 -0.79335 0.0 0.0 0.0
H -3.12151 1.25869 -2.35182 0.0 0.0 -0.1
H -4.07131 3.57859 -1.75107 -0.1 0.0 0.0
C -2.60569 2.94266 -0.35821 -0.1 0.0 0.1
C -2.17207 -0.86863 -1.12199 -0.3 0.1 0.3
C -0.13976 3.40466 0.86878 0.1 0.1 0.0
H -1.49083 1.55933 4.22432 0.0 0.0 0.0
C 0.61827 0.59827 2.59309 0.0 -0.1 0.1
C -0.20879 3.19714 -0.49885 0.0 0.1 0.0
H 3.90862 -1.72784 1.37213 0.0 0.1 -0.1
C 0.72910 -3.42819 -0.48606 0.1 0.0 0.0
C -0.60785 0.30747 2.00094 0.1 -0.2 -0.3
H -4.86063 1.51603 -2.54145 0.1 -0.1 0.0
H 0.44521 -0.05328 -1.21833 -0.1 0.0 -0.1
C 4.56618 -1.63843 0.50660 0.6 -0.3 0.6
H -1.47665 2.85837 -2.17776 0.0 0.0 -0.2
H -2.88933 0.46101 4.29914 0.1 0.0 0.0
C -0.67372 0.04637 0.60398 0.5 -0.1 0.1
H -0.37547 -4.20682 -2.14275 -0.1 0.0 0.0
C 1.80914 -2.66362 -0.07804 0.2 -0.1 0.0
H 5.26537 -0.81996 0.69212 -0.2 -0.1 0.0
H 2.72551 0.89729 2.26818 0.1 0.1 0.1
C 0.48093 0.11136 -0.15558 -0.5 0.0 0.0
H -1.25657 3.55351 2.68619 0.0 0.0 0.1
C -4.04956 1.43901 -1.80504 -0.1 0.4 0.1
N -4.25930 0.31912 -0.89042 -0.5 -0.1 0.1
N -1.90591 -0.23968 0.05980 -0.3 0.0 0.3
```
Positions in Å, forces in eV/Å.

Its SMILES is CC[N@@H+](c1ccccc1)S(=O)(=O)c1ccc(OC)c(NC(=O)CNCCc2ccccc2)c1. The LUMO energy is -2.977 eV. As for the HOMO-LUMO gap: 8.097 eV. The energy above the lowest of the compared OMol25 structures with the same formula, charge and spin is 7.3 kcal per mole. The net charge is +1.

***

For reference, max |F| by record: 0.1073, 0.1043, 0.0202 hartree/bohr.